Entry 1:
The following is a quantum chemistry calculation of a cluster of 11 separate species, C15H52N14O11 in total, from the Open Molecules 2025 dataset.

```
92
Properties=species:S:1:pos:R:3:forces:R:3
C -16.3229 -14.9917 25.2353 -0.11 -1.96 4.30
O -16.3657 -15.6296 26.2509 -0.30 -2.39 2.84
N -15.7723 -15.3794 24.1655 2.35 -1.63 -6.44
N -16.7806 -13.8100 25.1847 -2.49 6.61 -0.83
H -15.4504 -16.3177 23.9754 -0.26 0.24 0.49
H -16.1483 -14.8652 23.3817 0.59 -0.58 -0.63
H -16.5359 -13.2197 24.4025 -0.27 0.09 0.26
H -17.2619 -13.3446 25.9408 0.27 -0.51 0.03
C -22.7726 -11.8921 16.9712 1.39 0.77 3.32
O -22.4508 -11.8708 18.1426 0.10 -0.29 1.97
N -22.8190 -12.9537 16.2752 -0.25 -4.34 -2.10
N -23.0118 -10.8054 16.3226 -1.39 4.52 -1.78
H -22.7633 -13.7576 16.8841 0.35 -0.59 -1.13
H -22.6958 -12.8313 15.2802 -0.16 -1.15 0.21
H -23.3046 -10.1307 17.0147 0.05 0.76 -0.48
H -23.6022 -10.8830 15.5067 -0.04 0.31 0.15
C -26.6184 -15.9040 22.6333 -0.98 -3.11 0.13
O -27.6670 -16.4939 22.5504 -1.49 -0.89 0.06
N -26.3936 -14.7264 22.2509 -0.12 6.98 -2.45
N -25.4919 -16.4178 23.0574 3.30 -4.06 2.18
H -27.0840 -14.3159 21.6386 0.32 0.38 0.30
H -25.4486 -14.3770 22.3211 -0.47 0.43 -0.43
H -24.5685 -16.0251 22.9425 -0.40 0.19 -0.15
H -25.4941 -17.4254 23.1273 0.04 0.15 0.32
C -24.2550 -8.2198 20.9993 -0.51 -0.40 -2.45
O -24.6010 -8.4477 19.8857 -1.34 -0.50 -3.82
N -23.6975 -9.1461 21.7119 1.90 -1.81 3.65
N -24.3944 -7.0346 21.5284 -0.10 2.75 2.21
H -23.5292 -8.8262 22.6549 0.58 -1.10 0.09
H -23.2176 -9.9338 21.3003 -0.29 0.27 0.11
H -23.9921 -6.9167 22.4473 -0.57 0.75 -0.16
H -25.1076 -6.4330 21.1418 0.36 0.00 0.30
C -18.6601 -10.0993 21.8678 2.80 -3.14 2.16
O -18.6123 -10.5116 23.0181 -0.67 -0.52 1.00
N -18.0145 -10.7419 20.9038 0.80 -1.19 -1.66
N -19.1517 -8.9688 21.5540 -2.49 3.82 -0.94
H -18.0869 -10.4236 19.9481 0.42 -0.48 0.19
H -17.3901 -11.4700 21.2204 -0.17 0.00 -0.58
H -19.0535 -8.6483 20.6013 -0.71 0.45 0.48
H -19.8220 -8.6906 22.2565 -0.04 0.93 -0.67
C -17.7276 -14.8844 19.2459 -2.86 1.76 0.01
O -17.4015 -14.6580 20.3747 1.08 0.77 2.00
N -17.5390 -16.0130 18.6365 1.58 -3.37 -1.34
N -18.5947 -14.1013 18.5385 0.04 1.34 -0.25
H -17.8802 -16.1370 17.6940 0.18 -0.60 0.53
H -17.3108 -16.7575 19.2797 0.20 -0.29 -0.77
H -19.0139 -13.3238 19.0283 0.06 -0.05 -0.50
H -18.8718 -14.3918 17.6118 -0.29 0.53 0.44
C -18.3418 -19.3755 28.0776 0.06 0.36 1.26
O -18.8878 -20.3183 28.5575 -2.45 -2.52 0.43
N -17.0648 -19.2130 28.2795 4.51 0.45 0.22
N -18.8855 -18.3063 27.5290 -2.19 1.85 -1.84
H -16.6281 -19.8090 28.9681 -0.01 0.21 -0.37
H -16.6039 -18.3732 27.9597 0.22 -0.28 0.31
H -19.8502 -18.3726 27.2372 0.29 0.12 -0.03
H -18.2936 -17.5987 27.1178 -0.31 -0.01 -0.05
C -21.6630 -14.6082 24.5190 0.14 -0.36 0.52
C -21.6284 -13.7627 23.3098 0.73 0.87 -1.79
O -22.5196 -14.0893 22.2456 -1.17 -0.64 0.26
H -21.4502 -15.6684 24.3818 -0.06 0.01 -0.32
H -22.5803 -14.5079 25.0991 0.01 0.07 -0.01
H -20.8206 -14.1948 25.0735 -0.10 -0.19 0.57
H -20.6632 -13.7989 22.8047 0.58 -0.07 0.62
H -21.7661 -12.7181 23.5890 -0.19 0.16 0.19
H -22.3078 -13.5137 21.5070 -0.04 0.00 -0.10
C -25.3156 -9.4449 26.0879 0.91 -0.82 -1.21
C -25.2052 -8.6091 27.2952 0.91 1.84 0.05
O -26.4460 -8.3722 27.8882 -0.68 0.08 0.76
H -24.3011 -9.6206 25.7301 0.24 -0.10 -0.16
H -25.8116 -8.9143 25.2752 -0.33 -0.07 0.12
H -25.7429 -10.4419 26.1959 -0.27 0.19 0.34
H -24.8291 -7.6240 27.0193 0.11 0.29 -0.79
H -24.3792 -8.8137 27.9762 -0.44 -1.26 0.57
H -26.5842 -7.4280 27.7838 -0.44 -0.15 0.29
C -19.9278 -12.3378 29.9298 -0.03 2.19 -1.56
C -20.4177 -11.2742 28.7915 0.46 -1.69 1.24
O -19.5119 -11.3471 27.7358 1.90 -0.63 -0.73
H -20.2290 -12.0055 30.9232 -0.71 -0.40 -0.11
H -18.8432 -12.2550 29.9994 0.10 -0.33 -0.42
H -20.2577 -13.3225 29.5986 0.15 0.02 0.52
H -20.3825 -10.2518 29.1678 -0.68 -0.05 0.27
H -21.3716 -11.6620 28.4340 -0.48 0.68 0.34
H -19.7815 -11.1042 26.8471 -0.68 0.19 0.37
C -23.1046 -19.3112 19.8579 -0.59 -1.11 -0.73
C -22.4371 -18.0337 20.1165 0.19 0.95 -0.65
O -21.8410 -18.0294 21.3823 0.16 0.68 0.36
H -22.5343 -20.2017 20.1224 0.26 0.24 0.38
H -23.2046 -19.4011 18.7762 -0.66 -0.05 -0.06
H -24.0606 -19.3368 20.3808 -0.07 -0.27 -0.23
H -23.1359 -17.2001 20.0452 -0.58 -0.03 0.14
H -21.7538 -17.7636 19.3113 0.76 -0.35 -0.03
H -21.9199 -17.0966 21.5950 0.51 0.08 0.85
```
Positions in Å, forces in eV/Å.

Computed properties:
- SMILES = NC(N)=O.NC(N)=O.NC(N)=O.NC(N)=O.NC(N)=O.NC(N)=O.NC(N)=O.CCO.CCO.CCO.CCO
- HOMO-LUMO gap (eV) = 8.94
- LUMO energy (eV) = -0.29


Entry 2:
The following is a quantum chemistry calculation of a cluster of 3 separate species, C4H11NS in total, from the Open Molecules 2025 dataset.

```
17
Properties=species:S:1:pos:R:3:forces:R:3
C 0.9400 0.7484 1.4335 -1.20 -0.85 -0.69
C 0.4214 -0.6250 1.8484 0.01 1.55 1.54
C -0.5638 0.3886 1.2884 2.22 0.24 -1.00
S 0.1346 2.4153 -1.1865 -0.46 -0.75 -0.45
C -0.1194 -0.9941 -2.0424 1.42 -0.66 0.08
N -0.1618 -1.7438 -0.8896 0.50 0.31 -1.58
H 1.2105 1.6569 1.9435 0.08 -0.31 0.71
H 1.4161 0.6493 0.4644 0.28 0.26 0.15
H 0.9494 -1.3890 1.3100 -0.75 -0.34 -0.50
H 0.2646 -0.8988 2.8861 0.22 0.24 0.10
H -0.7621 0.4064 0.2255 -0.60 -0.19 0.28
H -1.1840 1.0775 1.8472 -0.22 -0.74 0.46
H -1.1222 2.7627 -1.4875 -0.04 0.11 -0.11
H -0.4751 -1.3446 -3.0038 -0.88 -0.12 0.14
H 0.6736 -0.2760 -2.2276 0.35 -0.25 0.63
H -0.8261 -2.5078 -1.0540 -0.20 0.13 0.20
H -0.7955 -0.3261 -1.3557 -0.72 1.37 0.03
```
Positions in Å, forces in eV/Å.

Computed properties:
- HOMO-LUMO gap (eV) = 4.57
- LUMO energy (eV) = -3.18


Entry 3:
The following is a quantum chemistry calculation of a structure of composition C41H47I2N3OPPdSi3, from the Open Molecules 2025 dataset.

```
99
Properties=species:S:1:pos:R:3:forces:R:3
Pd -0.9334 -0.5828 -0.0900 0.44 2.12 0.86
C -1.4064 -2.2509 -3.1339 0.01 0.04 0.01
Si -2.1368 -2.9687 -1.5614 -0.23 -0.66 -0.10
C -3.5127 -4.1459 -2.0727 -0.15 0.19 -0.04
C -0.9017 -4.0732 -0.6554 0.04 0.03 -0.01
C -2.8114 -1.6016 -0.4620 0.74 -0.37 -0.27
Si -2.6624 -1.8631 1.2849 -0.98 -0.38 -0.58
C -3.0671 -3.6124 1.7777 0.60 0.11 0.38
C -3.3240 -0.7133 2.5986 0.09 0.04 0.02
C 0.2318 -1.6156 3.4840 -0.08 0.00 -0.02
Si -3.9236 -0.3170 -1.1568 -0.08 0.03 -0.03
C -5.7143 -0.6629 -0.7524 -0.03 0.04 -0.01
C -3.7690 0.0502 -2.9780 0.06 0.01 -0.01
C -3.3706 1.2143 -0.1872 0.08 -0.02 0.02
C -4.1276 2.3672 -0.0178 -0.04 0.00 0.02
C -3.6819 3.3833 0.8097 -0.04 0.01 -0.03
C -2.4806 3.2107 1.4743 0.06 0.00 -0.01
C -1.7548 2.0564 1.2534 0.01 -0.02 -0.03
N -2.1721 1.0888 0.4291 -0.18 -0.16 -0.13
H -0.5823 -2.8855 -3.4625 -0.02 -0.03 -0.02
H -1.0001 -1.2453 -3.0153 0.00 0.00 0.02
H -2.1587 -2.2254 -3.9243 0.03 0.00 -0.02
H -3.1392 -4.9304 -2.7350 0.05 0.02 0.01
H -4.3162 -3.6290 -2.6063 -0.01 -0.02 0.00
H -3.9555 -4.6335 -1.2007 -0.01 0.00 0.00
H -0.1360 -4.3926 -1.3645 0.01 0.01 -0.03
H -1.3959 -4.9745 -0.2898 0.02 -0.04 -0.05
H -0.3709 -3.6089 0.1790 -0.04 0.01 0.00
H -4.1374 -3.6229 1.5407 -0.03 -0.07 0.05
H -2.9407 -3.8419 2.8355 -0.01 0.06 0.00
H -2.5734 -4.3756 1.1890 -0.07 -0.01 -0.04
H -4.2335 -0.2501 2.2054 0.00 0.04 0.05
H -2.6496 0.0869 2.8979 0.01 -0.03 -0.03
H -3.5848 -1.2924 3.4852 -0.02 -0.01 -0.02
H 0.7352 -2.5537 3.2469 0.02 0.01 -0.01
H 0.1341 -1.5410 4.5678 0.02 -0.02 0.00
H -0.7723 -1.6376 3.0509 0.00 0.02 0.03
H -5.9972 -1.6492 -1.1284 0.01 0.00 -0.01
H -6.3809 0.0660 -1.2190 -0.01 0.00 0.01
H -5.9051 -0.6520 0.3230 0.01 -0.02 0.00
H -3.9609 -0.8376 -3.5823 -0.02 0.01 0.00
H -2.7752 0.4200 -3.2363 0.00 -0.01 -0.02
H -4.5027 0.8080 -3.2636 0.01 0.01 0.02
H -5.0806 2.4520 -0.5251 0.01 0.00 -0.01
H -4.2671 4.2834 0.9475 0.00 -0.01 0.00
H -2.0954 3.9616 2.1500 0.00 -0.02 0.01
H -0.8052 1.8875 1.7359 0.07 0.01 -0.01
I 2.4409 -3.5199 -2.8232 0.01 -0.16 -0.02
C 2.7294 -2.7663 -0.9092 -0.18 0.14 0.03
C 3.8820 -3.0984 -0.2218 0.12 -0.01 0.10
C 4.1189 -2.6065 1.0580 -0.03 -0.04 -0.15
I 5.8948 -3.1662 1.9981 0.04 -0.01 0.04
C 3.2090 -1.7450 1.6613 -0.02 0.08 -0.04
C 3.3899 -1.1074 2.9658 -0.04 -0.03 0.01
C 2.3998 -0.4339 3.5472 -0.02 -0.02 0.04
C 1.0248 -0.4330 2.9313 0.03 0.01 -0.07
N 1.1380 -0.5150 1.4738 0.41 0.03 0.30
C 2.0722 -1.3861 0.9203 -0.20 -0.14 0.06
C 1.7617 -1.9036 -0.3581 0.24 -0.16 0.08
O 0.6715 -1.5696 -0.9928 -0.75 -0.63 0.23
H 4.6092 -3.7510 -0.6844 -0.02 0.00 -0.02
H 4.3640 -1.1722 3.4320 -0.01 0.01 0.00
H 2.5416 0.0732 4.4937 0.01 -0.01 0.00
H 0.4969 0.4975 3.1468 0.05 0.03 -0.01
N 0.6656 0.5321 0.6838 -0.13 -0.47 -0.40
P 1.7983 1.4707 -0.0962 -0.09 0.05 0.08
C 2.7115 0.9856 -1.5783 -0.09 -0.08 -0.07
C 2.1050 0.1977 -2.5578 0.01 0.11 -0.11
C 2.7361 -0.0130 -3.7718 0.09 0.12 -0.06
C 3.9626 0.5791 -4.0352 -0.02 -0.03 -0.01
C 4.5505 1.3994 -3.0846 0.01 0.00 0.02
C 3.9278 1.6111 -1.8648 0.00 0.07 0.00
C 2.9539 1.9293 1.1944 0.05 0.02 0.03
C 4.2212 1.3581 1.2864 0.01 0.06 -0.07
C 5.0434 1.6629 2.3609 0.00 0.03 -0.01
C 4.5986 2.5188 3.3557 0.03 -0.01 0.00
C 3.3182 3.0550 3.2953 -0.02 -0.02 0.01
C 2.4949 2.7548 2.2238 0.00 0.00 0.03
C 0.8425 2.8778 -0.6896 0.12 0.03 -0.07
C -0.1885 2.6407 -1.6025 -0.04 -0.06 0.08
C -0.8889 3.6971 -2.1542 -0.03 0.03 0.04
C -0.5522 5.0038 -1.8188 -0.02 -0.01 -0.02
C 0.4939 5.2464 -0.9440 0.01 0.00 0.01
C 1.2002 4.1874 -0.3871 -0.07 0.05 0.06
H 1.1620 -0.2908 -2.3616 0.09 0.11 -0.08
H 2.2660 -0.6488 -4.5101 0.00 0.03 0.01
H 4.4560 0.4079 -4.9828 0.00 0.01 0.00
H 5.4961 1.8830 -3.2902 0.00 0.00 0.00
H 4.3880 2.2890 -1.1611 0.02 0.00 0.10
H 4.5615 0.6516 0.5418 0.02 0.02 -0.07
H 6.0266 1.2156 2.4235 0.00 0.00 0.00
H 5.2444 2.7583 4.1905 0.00 0.00 0.00
H 2.9628 3.7061 4.0829 0.00 0.00 0.00
H 1.4936 3.1682 2.1855 0.00 -0.01 0.00
H -0.4483 1.6274 -1.8844 0.02 -0.03 -0.03
H -1.6885 3.5022 -2.8572 0.00 0.01 0.00
H -1.0943 5.8316 -2.2568 0.00 0.00 0.00
H 0.7743 6.2624 -0.6996 0.00 0.00 0.00
H 2.0267 4.3950 0.2795 0.01 -0.01 -0.03
```
Positions in Å, forces in eV/Å.

Computed properties:
- charge = +1
- HOMO-LUMO gap (spin up / spin down) (eV) = 6.41 / 6.41
- LUMO energy (spin up / spin down) (eV) = -3.29 / -3.29


Entry 4:
The following is a quantum chemistry calculation of a structure of composition C11H13CeCl, from the Open Molecules 2025 dataset.

```
26
Properties=species:S:1:pos:R:3:forces:R:3
C 0.8575 -1.6972 0.4793 -1.05 -0.85 -0.03
C 0.8695 -2.1728 -0.8867 -0.60 -0.14 0.71
C -0.4694 -2.0837 -1.4018 -0.07 0.07 1.08
H 1.7442 -2.5636 -1.4326 -0.58 0.36 0.37
C -1.3180 -1.5632 -0.3550 1.04 -0.45 0.28
C -0.4964 -1.3073 0.8012 -0.04 -1.36 -0.50
H -0.8615 -0.8811 1.7498 0.39 -0.29 -0.65
H 1.6749 -1.6824 1.2075 -0.21 0.07 -0.55
H -0.7973 -2.3612 -2.4150 0.27 0.29 0.62
H -2.3869 -1.3306 -0.3990 0.63 -0.23 -0.15
Ce 0.3532 0.4645 -0.7979 1.11 1.81 -3.03
Cl 0.6768 1.9369 1.2284 0.55 0.74 1.21
C 0.1012 2.7479 -4.1593 -0.25 -0.66 0.00
C -1.1271 2.1088 -4.4998 0.70 -0.39 -0.04
C -0.8187 0.8827 -5.1614 0.52 0.54 0.42
H -2.1240 2.4724 -4.2606 0.19 -0.05 -0.08
C 0.6018 0.7668 -5.2308 -0.44 0.29 0.42
C 1.1690 1.9192 -4.6131 -0.47 -0.33 0.30
H 2.2298 2.1195 -4.4806 -0.14 0.02 -0.15
H 0.2042 3.6859 -3.6182 -0.01 -0.09 -0.19
H -1.5413 0.1510 -5.5171 0.14 0.16 0.00
H 1.1539 -0.0710 -5.6516 -0.08 0.19 0.00
C -1.8019 1.2799 -0.7772 -1.47 0.75 -0.11
H -1.9818 2.3569 -1.1056 0.27 -1.33 0.54
H -1.9994 1.1219 0.3073 -0.28 0.39 -0.46
H -2.4515 0.5897 -1.3365 -0.12 0.50 0.01
```
Positions in Å, forces in eV/Å.

Computed properties:
- <S²> = 0.751
- charge = -1
- 2S+1 = 2
- HOMO-LUMO gap (spin up / spin down) (eV) = 5.83 / 5.83
- LUMO energy (spin up / spin down) (eV) = 2.53 / 2.53


Entry 5:
The following is a quantum chemistry calculation of the molecule C2H9NOP2, from the Open Molecules 2025 dataset.

```
15
Properties=species:S:1:pos:R:3:forces:R:3
C 0.7065 0.1946 -2.1814 0.26 -0.24 0.29
C 0.9364 -0.1620 -0.7167 0.05 0.52 -0.16
N -0.3007 -0.0390 -0.0035 -0.10 0.77 2.89
O 1.4743 -1.4677 -0.6777 0.23 -0.45 -0.03
P -2.3136 0.5718 2.0660 -0.80 -0.26 -0.23
P -0.1888 0.2981 1.8549 0.68 -0.56 -2.79
H 0.5582 1.2652 -2.2858 -0.07 0.05 0.01
H -0.1750 -0.3248 -2.5504 -0.06 -0.06 -0.07
H 1.5695 -0.1133 -2.7625 0.09 0.01 -0.16
H 1.6518 0.5445 -0.2657 -0.15 -0.07 -0.10
H -0.9244 -0.8111 -0.2030 -0.04 -0.07 -0.09
H 1.7155 -1.6929 0.2292 -0.06 0.10 -0.10
H -2.2203 0.8438 3.4334 -0.01 0.01 0.47
H -2.2578 1.9262 1.7348 -0.03 0.42 -0.12
H -0.2318 -1.0335 2.3283 0.01 -0.18 0.18
```
Positions in Å, forces in eV/Å.

Computed properties:
- SMILES = C[C@H](O)N[PH]#[PH2]
- HOMO-LUMO gap (eV) = 9.87
- LUMO energy (eV) = 0.79